# 1
12
Properties=species:S:1:pos:R:3 method="wB97M-V/def2-TZVPD" molar_mass_g_mol=119.15 e_tot_ev=-19506.4025 orbital_gap_ha=0.3425 e_above_lowest_kj_mol=245.83 total_charge=0 e_lumo_ev=0.82 smiles="N/N=C/NSC=O"
S -0.603 1.458 0.358
O 1.153 0.875 -1.548
N -0.477 -2.895 -0.023
N 0.396 0.386 1.177
N -0.519 -1.521 0.152
C 0.353 -0.984 0.890
C 0.141 1.457 -1.270
H 1.158 -1.518 1.434
H 0.490 -3.220 -0.098
H -0.437 2.089 -1.962
H -0.889 -3.067 -0.916
H 1.329 0.763 1.332



# 2
12
Properties=species:S:1:pos:R:3 method="wB97M-V/def2-TZVPD" molar_mass_g_mol=119.15 e_tot_ev=-19504.8340 orbital_gap_ha=0.3327 e_above_lowest_kj_mol=397.17 total_charge=0 e_lumo_ev=0.48
S 1.040 1.962 -1.258
O -2.038 0.362 -0.129
N 0.866 1.575 0.361
N -1.547 -0.581 -0.939
N 0.333 -0.790 0.576
C -0.423 -1.109 -0.602
C 0.715 0.489 1.014
H 1.067 0.510 2.031
H 0.835 -1.550 1.127
H -0.036 -2.005 -1.116
H -1.610 0.354 0.791
H 0.797 0.783 -1.856



# 3
12
Properties=species:S:1:pos:R:3 method="wB97M-V/def2-TZVPD" molar_mass_g_mol=119.15 e_tot_ev=-19501.0423 orbital_gap_ha="0.1937 / 0.2533" e_above_lowest_kj_mol=327.59 total_charge=0 e_lumo_ev="0.71 / -2.56" multiplicity=3
S -1.363 -0.651 1.322
O 1.166 -1.883 0.840
N 0.071 0.133 0.796
N 2.119 0.313 -0.024
N -0.879 1.494 -0.845
C 1.133 -0.519 0.416
C -1.863 1.150 -1.396
H -2.385 0.198 0.507
H 0.124 -2.004 1.039
H 1.578 1.070 -0.522
H -2.747 0.730 -1.813
H 3.046 -0.031 -0.322



# 4
11
Properties=species:S:1:pos:R:3 method="wB97M-V/def2-TZVPD" molar_mass_g_mol=103.15 e_tot_ev=-17459.4071 orbital_gap_ha=0.3689 e_above_lowest_kj_mol=164.49 total_charge=0 e_lumo_ev=0.51
S -2.290 0.046 -0.200
N 1.432 -1.114 -0.177
N -0.591 0.126 -0.165
N 1.288 1.619 -0.055
C 0.048 1.379 -0.132
C 0.178 -1.033 -0.034
H 1.859 0.777 -0.132
H 1.710 -2.096 -0.176
H -0.484 -1.933 0.127
H -0.676 2.145 -0.193
H -2.473 0.084 1.138